The following is a DFT calculation (the ωB97M-V functional and the def2-TZVPD basis) of one molecule with the formula C5H9O2P.

Last columns: bonded neighbours and bond lengths (Å).
Positions of all 17 atoms, in Å:
1 C 1.27822 -2.17115 -1.09372  C2 1.221, C3 1.425
2 C 1.16591 -3.26807 -1.61739  C1 1.221, H10 1.075
3 C 1.67649 -1.13265 -0.20330  C1 1.425, C4 1.569, H11 1.078, H12 1.126
4 C 0.66518 -0.62918 0.88529  C3 1.569, P8 1.804, H13 1.090, H14 1.102
5 C -1.60922 2.56360 1.61382  O7 1.473, H15 1.109, H16 1.066, H17 1.150
6 O 0.65959 2.08316 -0.10907  P8 1.486
7 O -1.32557 1.14523 1.33696  C5 1.473, P8 1.685
8 P -0.11007 0.85160 0.20744  C4 1.804, O6 1.486, O7 1.685, H9 1.389
9 H -0.76601 0.31930 -0.89511  P8 1.389
10 H 0.83298 -3.89951 -2.42178  C2 1.075
11 H 2.46745 -1.60702 0.35487  C3 1.078
12 H 2.23993 -0.33278 -0.76157  C3 1.126
13 H -0.17683 -1.31827 0.95787  C4 1.090
14 H 1.17618 -0.38801 1.83153  C4 1.102
15 H -2.63364 2.73391 1.22475  C5 1.109
16 H -0.92813 3.05039 0.95413  C5 1.066
17 H -1.77366 2.64313 2.74911  C5 1.150

Calculated values
SMILES string: C#CCC[P@H](=O)OC
HOMO level (hartree): -0.369
Energy relative to the best compared isomer or geometry (same formula, charge and spin) (kJ/mol): 195.5
Strongest force on any atom (hartree/bohr): 0.0627
LUMO (eV): 0.840
Total charge: 0